(1)
C22H13Cl3GeN6NiO4S2 as an isolated structure, computed with ωB97M-V/def2-TZVPD.

XYZ file:
```
52
Properties=species:S:1:pos:R:3
S 2.5714 -6.1148 1.9024
C 2.0616 0.3935 2.2508
N 1.1837 -5.7231 1.1802
S -3.6492 2.2586 -2.1117
H 0.6566 2.1148 -5.1533
C 1.0683 -4.4018 1.2398
C -2.1784 -3.3534 -0.3079
N 1.0937 -0.2580 1.6183
C 2.1562 -3.7772 1.8922
H -2.0570 3.1736 0.9533
C 0.7258 2.3460 -4.1009
Ni -0.5264 0.5732 0.7026
C 3.2178 -1.6508 2.7271
C 0.6728 1.5849 -1.8026
H -3.7834 4.2755 -0.7254
O 1.2803 4.2485 0.5452
O 0.0131 -0.8399 -2.7139
C -1.1666 -4.1884 0.1116
H -2.8324 -1.3017 -0.4185
N 3.0735 -4.6386 2.3153
Ge -1.6638 0.6418 2.8658
C 0.8445 2.8810 -1.3490
H 1.1511 4.9091 -1.9170
O 0.2536 -0.2562 -4.7690
C -2.4626 2.7219 0.0617
N 0.2712 -0.0252 -3.5876
H 0.6370 0.7361 -1.1260
H 4.0398 -2.2054 3.1583
O 0.3457 2.2700 0.8723
C 2.2028 -2.3387 2.0583
C 0.5882 1.3426 -3.1578
C 3.1416 -0.2794 2.8259
Cl -3.7363 0.4682 2.4255
C 0.9935 3.9045 -2.2825
H 1.9590 1.4691 2.2792
C 0.0193 -2.2415 0.8566
C 0.8577 3.1963 0.1291
Cl -1.0593 -1.0763 3.9680
C -0.0410 -3.6293 0.7172
H 3.9031 0.2881 3.3386
Cl -1.2827 2.3824 3.9773
C 0.9413 3.6375 -3.6427
C -2.6114 1.1053 -1.4397
H -1.2297 -5.2613 -0.0076
N -2.0591 1.4596 -0.3057
H 1.0558 4.4408 -4.3540
H -2.3785 0.1837 -1.9529
C -3.3314 3.3038 -0.7990
C 1.1499 -1.5983 1.5235
N -0.9670 -1.4294 0.4241
C -2.0410 -1.9788 -0.1265
H -3.0730 -3.7427 -0.7690
```

The lowest unoccupied orbital energy (spin up / spin down) is -5.9 / -4.2 eV. The energy comes out at -196949.5545 eV. The charge is +1. Its multiplicity is 2. For the orbital gap (spin up / spin down), the calculation gives 6.1 / 7.9 eV.

=====

(2)
C12H16BN10SZn as an isolated structure in a non-equilibrium geometry, computed with ωB97M-V/def2-TZVPD.

XYZ file:
```
41
Properties=species:S:1:pos:R:3
H -2.1798 2.8165 -0.7181
C 2.7234 0.0402 -1.2638
H -1.8446 -0.2181 -2.5103
C 3.8039 0.8366 -0.9085
C -0.3958 -1.6642 2.6005
H -2.5581 1.2293 -2.0755
B 1.3513 1.3988 1.8145
N 2.1771 1.0508 0.5665
H -4.4385 2.0662 -0.1688
N -3.0961 -0.3423 -0.9916
N -0.6217 1.8483 0.3224
C -0.2151 3.4394 1.7748
N 0.1424 2.2236 1.3577
C -4.3469 -0.0111 -0.5274
H -1.1581 -2.3690 2.3386
N -4.8237 -1.0033 0.1549
C 1.1880 -0.4964 3.5682
Zn -0.1994 -0.1071 -0.0885
N 1.7462 0.1848 -0.3684
C 0.4249 -1.6380 3.7185
C -2.7903 -1.5805 -0.5107
H 0.2651 3.9079 2.6084
H 1.9931 2.0109 2.5901
N 0.8336 0.0965 2.4263
H 3.9340 2.1670 0.8692
H -4.0402 -2.8503 0.6255
N -0.1338 -0.6136 1.8253
S -1.2989 -2.3037 -0.7466
H 1.9424 -0.0712 4.2002
H 4.7390 0.9403 -1.4167
C 3.4102 1.4604 0.2596
N -2.1559 0.3617 -1.7280
H 2.6198 -0.6283 -2.0976
H -6.0018 1.2413 -0.2992
C -1.4636 2.8531 0.0782
C -4.9974 1.3000 -0.7084
C -1.2501 3.8870 0.9776
H 0.4545 -2.3475 4.5159
H -5.0615 1.5881 -1.7568
N -3.8887 -1.9698 0.1558
H -1.7701 4.8211 1.0301
```

The lowest unoccupied orbital energy is -2.5 eV. The energy comes out at -87531.4949 eV. The charge is +1. Its multiplicity is 1. For the orbital gap, the calculation gives 9.6 eV.

=====

(3)
C50H44BIO21S as an isolated structure in a non-equilibrium geometry, computed with ωB97M-V/def2-TZVPD.

XYZ file:
```
118
Properties=species:S:1:pos:R:3
H -0.9980 2.7396 -6.1056
C 9.9653 10.5328 -8.2241
O 7.5513 -1.3212 6.9290
C -8.4474 -1.9020 0.3107
C -5.7207 -1.8072 6.4776
C 4.7922 -0.0539 5.0966
C 0.0200 -5.6452 2.1238
H 4.2672 0.8578 4.8402
C -9.8493 -4.9539 0.1748
C -1.0907 -0.0877 -0.3944
C -1.2057 1.0163 -1.1303
H 8.6488 6.3877 -5.5671
O -7.8084 -1.0261 1.2355
C 0.8884 -6.6462 2.7848
C -10.9189 -4.5642 1.2528
H 6.5532 -3.4840 5.9037
C 1.0843 0.7781 0.5661
C -4.1449 -3.8570 1.7645
C -5.9389 -0.9709 8.7714
O 3.9106 -4.8018 3.0293
H 8.2653 9.3690 -8.7173
C 0.6144 -4.3285 1.8045
C 2.1570 -6.3694 3.0812
C 5.8685 -0.0581 5.8810
H -9.8452 -6.0711 0.1293
H 10.0633 11.0260 -9.1827
O 0.1666 -1.2962 1.1812
H -0.1722 2.0857 -3.8517
C 7.9576 5.6368 -5.2315
C 0.0489 2.5505 -5.9046
H -0.0335 -3.6089 1.3222
H -3.7076 -2.7693 3.6642
O 5.8513 3.0094 -6.3489
C 1.8834 -4.0524 2.1006
H -2.6078 -4.1278 3.3356
O -0.2863 3.0913 -1.7469
C -5.3667 -2.8841 1.5361
O -3.5707 -2.4831 5.8114
H -7.4677 0.8502 1.3131
O -6.6433 -0.5223 9.6512
O 2.3273 1.6247 -3.3456
H -4.3579 -4.4149 3.8449
C -6.0458 -3.0875 0.1454
H 3.9021 1.9095 -5.3890
H -11.8836 -5.0148 0.9277
O 3.2678 -1.3025 3.8137
O 8.2620 6.3391 -3.0091
O -7.6192 -5.4231 1.3945
C 2.4161 2.4484 -6.7957
H -10.7164 -4.9816 2.2588
H 1.9209 0.6103 1.2331
C -4.4921 -1.1978 8.9868
H -1.8273 -0.8807 -0.4218
C 0.4900 2.2004 -4.6975
C -3.7186 -1.6925 8.0216
H -6.1087 -2.0637 5.4997
C 7.3502 4.8003 -6.0714
C 0.0626 -0.2896 0.5096
C 9.8866 9.3458 -5.6218
H 0.4372 -7.6042 3.0107
H -2.6591 -1.8658 8.1609
C -3.6553 -3.7873 3.2548
C 0.9698 1.8825 -0.1696
C 0.9791 2.7022 -7.0462
C 2.8557 2.0978 -5.5885
H -2.0430 1.1821 -1.7971
H 5.4596 2.9546 -3.7827
S -6.2961 -3.6519 -2.1738
H -5.8434 -2.1259 -0.3905
H 11.5864 10.5093 -5.1282
O 11.8364 11.7032 -7.4158
C -7.5907 -3.1995 0.0219
C 8.8917 8.9851 -6.6559
O -6.2823 -4.7489 -3.1608
C 6.5692 -1.3188 6.2155
C -4.2741 -2.0341 6.6931
O -5.4724 -4.0508 -0.7766
H 2.3336 -3.0941 1.8756
C 2.7503 -5.0517 2.7600
O -1.1375 -5.8973 1.8557
O 0.5790 3.0236 -8.1462
O -7.6575 0.2386 0.5949
H 1.7066 2.6746 -0.1424
H 6.2781 0.8495 6.3062
C 1.9260 1.9467 -4.4484
H -6.0578 -2.9803 2.3907
H -4.1043 -0.9413 9.9644
C 9.0032 9.6459 -7.9750
C 4.9506 -2.5703 4.8623
H 4.5404 -3.4794 4.4356
H -3.3057 -3.4557 1.1544
C 7.7097 5.5749 -3.7748
H 7.5180 4.8314 -7.1404
H 9.7877 8.8519 -4.6623
O 8.0149 8.1737 -6.4279
H -8.7355 -1.3943 -0.6272
H -9.3974 -2.2371 0.7864
I -4.4947 -0.8634 1.5560
H -11.1090 -3.4765 1.3382
H 6.5949 4.5176 -2.2149
O -7.7642 -3.3427 -1.4470
C -0.1835 2.0853 -1.0742
O -5.7776 -2.4472 -2.8751
H -4.3600 -4.8863 1.4219
H -7.5538 -1.1394 7.3031
C 10.8490 10.2327 -5.8708
H -10.1711 -4.6107 -0.8298
C 6.1557 3.7115 -4.1237
H 3.0823 2.5633 -7.6415
C 6.0278 -2.5729 5.6473
C 4.2510 -1.3093 4.5282
C -6.4943 -1.3127 7.4426
C 6.7630 4.5480 -3.2840
B -8.3481 -4.5267 0.5499
C 10.9614 10.8945 -7.1903
H -7.6619 -6.2595 0.9179
H 2.8078 -7.0871 3.5647
C 6.4045 3.7744 -5.5825
```

The lowest unoccupied orbital energy is -1.8 eV. The energy comes out at -115160.8168 eV. Its multiplicity is 1. For the orbital gap, the calculation gives 7.8 eV.

=====

(4)
C2H3NS2 as an isolated structure in a non-equilibrium geometry, computed with ωB97M-V/def2-TZVPD.

XYZ file:
```
8
Properties=species:S:1:pos:R:3
S 1.5672 -1.7129 -0.0383
N 0.8627 0.5032 -0.0252
C 2.0679 -0.0042 -0.0110
H -0.4547 -0.5623 0.9743
C 0.0516 -0.6295 0.1201
H -0.6273 -0.6681 -0.7535
S 3.7316 0.5107 0.1097
H 0.6074 1.5257 -0.2420
```

The lowest unoccupied orbital energy is 0.3 eV. The energy comes out at -25281.6793 eV. Its multiplicity is 1. For the orbital gap, the calculation gives 8.7 eV.

=====

(5)
An isolated ion of composition C6H14NO and charge -1 in a non-equilibrium geometry, computed with ωB97M-V/def2-TZVPD.

XYZ file:
```
22
Properties=species:S:1:pos:R:3
C -1.4213 -2.3646 -1.3612
C -0.0045 0.3688 0.8038
H 1.4905 3.2057 2.2655
H 1.8206 -0.1992 -0.8005
H 0.7058 2.1743 -0.1153
O -2.6480 -2.8560 -1.4958
H 1.3370 1.4357 2.7141
C 0.3693 1.8512 0.8762
C 1.4451 2.1778 1.9193
C -1.4960 -0.9667 -0.6712
N -0.2962 -0.1457 -0.4971
H -0.8689 -2.2555 -2.3448
H -0.8777 0.2525 1.4623
H -1.9863 -1.0820 0.2955
H 1.0030 -1.6198 -1.3259
H -0.5123 2.4745 1.0680
H 2.4332 2.0511 1.4713
C 0.8726 -0.5332 -1.2429
H 0.8621 -0.1519 -2.2657
H 0.7527 -0.2044 1.3701
H -2.2429 -0.4905 -1.3268
H -0.7381 -3.1219 -0.7989
```

The lowest unoccupied orbital energy is 3.4 eV. The energy comes out at -9985.0946 eV. The charge is -1. Its multiplicity is 1. For the orbital gap, the calculation gives 5.5 eV.

=====

(6)
C2HF5NO5S2V as an isolated structure in a non-equilibrium geometry, computed with ωB97M-V/def2-TZVPD.

XYZ file:
```
17
Properties=species:S:1:pos:R:3
C 2.3447 1.6318 -0.3431
N 0.2986 -0.2964 -0.3140
O 0.1168 1.7680 -1.6242
S 1.0926 0.6355 -1.3933
O -0.6321 1.7835 1.1001
F 3.2975 2.0288 -1.2261
F -0.7318 -1.8136 -1.8213
S -0.7986 0.3076 0.8809
H -2.3583 -1.4066 2.5579
V 0.5819 2.8451 0.0434
F 2.9603 0.7648 0.4886
O -0.9929 -0.5212 2.0687
O -3.0988 -1.9161 2.9598
F -2.2626 -1.6830 -0.4151
F -0.4163 -2.5455 0.1826
C -0.9402 -1.5542 -0.5334
O 1.5391 -0.0285 -2.6114
```

The lowest unoccupied orbital energy (spin up / spin down) is -1.7 / -1.7 eV. The energy comes out at -74754.2170 eV. Its multiplicity is 5. For the orbital gap (spin up / spin down), the calculation gives 7.3 / 7.4 eV.

=====

What did the sixth record say?
C2HF5NO5S2V as an isolated structure in a non-equilibrium geometry, computed with ωB97M-V/def2-TZVPD.

XYZ file:
```
17
Properties=species:S:1:pos:R:3
C 2.3447 1.6318 -0.3431
N 0.2986 -0.2964 -0.3140
O 0.1168 1.7680 -1.6242
S 1.0926 0.6355 -1.3933
O -0.6321 1.7835 1.1001
F 3.2975 2.0288 -1.2261
F -0.7318 -1.8136 -1.8213
S -0.7986 0.3076 0.8809
H -2.3583 -1.4066 2.5579
V 0.5819 2.8451 0.0434
F 2.9603 0.7648 0.4886
O -0.9929 -0.5212 2.0687
O -3.0988 -1.9161 2.9598
F -2.2626 -1.6830 -0.4151
F -0.4163 -2.5455 0.1826
C -0.9402 -1.5542 -0.5334
O 1.5391 -0.0285 -2.6114
```

The lowest unoccupied orbital energy (spin up / spin down) is -1.7 / -1.7 eV. The energy comes out at -74754.2170 eV. Its multiplicity is 5. For the orbital gap (spin up / spin down), the calculation gives 7.3 / 7.4 eV.

=====

Q: Which value of multiplicity does entry 1 give?
A: 2